46
Properties=species:S:1:pos:R:3:nbo_charge:R:1 method="wB97M-V/def2-TZVPD" e_homo_ev=-13.3 total_charge=+1 lumo_energy_ev=-2.98 spin_multiplicity=1 gap_ev=10.30 energy_ev=-31204.851 de_lowest_kcal_mol=154.24
O -2.1160 0.5342 -2.7735 -0.94
O 2.5384 3.0274 2.3370 -0.96
O -4.3255 -0.4499 0.2788 -0.96
O -0.8837 0.6513 0.5327 -0.95
O 0.1661 3.5427 -3.5464 -0.94
O 0.8273 2.5170 0.1563 -0.94
O 0.2209 -0.6535 -1.1776 -0.90
O -0.5026 -4.8331 1.5982 -0.99
O 0.3185 -0.9530 -3.7386 -1.01
O 2.8669 1.2940 -1.9837 -0.94
O 0.3248 1.3956 2.4730 -1.00
O 2.7869 -1.6423 -0.2889 -0.99
O 1.7602 -0.6869 3.9651 -0.94
O -2.0514 -1.9523 -0.6164 -0.97
O -1.5170 -1.1946 3.0268 -0.95
H -1.0810 -4.7008 0.9277 0.47
H 0.0362 1.3172 0.3329 0.53
H -0.6729 -1.1828 -3.4339 0.50
H 0.8375 -1.3845 -0.8125 0.52
H -0.4806 3.2228 -2.8323 0.47
H 2.2572 0.0065 4.1164 0.47
H 1.8973 2.6763 1.7287 0.49
H 1.3113 2.4309 -0.7480 0.54
H -2.8499 0.6921 -3.3740 0.49
H -0.4143 -1.1134 -1.6658 0.52
H 0.6336 -1.2501 -4.6611 0.51
H 2.5634 -1.1442 -1.1360 0.49
H 0.7793 0.6490 2.9867 0.51
H 3.7030 -1.5902 -0.0400 0.51
H 3.4108 2.6099 2.1921 0.47
H 0.1175 3.2771 0.0522 0.53
H -4.2969 -0.1973 -0.6038 0.48
H -2.4156 0.3865 -1.9921 0.45
H 2.0932 0.8542 -2.3385 0.47
H 0.5650 -4.5415 1.6505 0.52
H -0.6980 -1.0197 3.3120 0.47
H -5.0049 -0.2457 0.7985 0.49
H -1.1033 0.6814 1.5472 0.57
H -0.1938 -0.0393 -0.0242 0.53
H 2.9157 1.9553 -2.7008 0.48
H -1.6492 -2.7253 -0.1204 0.47
H -0.4901 1.7161 3.0435 0.49
H -1.5909 -2.0857 2.6019 0.49
H -2.7037 -1.6498 -0.0703 0.49
H 1.3797 -0.9673 4.8716 0.50
H 0.7305 2.7657 -3.8510 0.47